No. 1
ORCA calculation (ωB97M-V/def2-TZVPD) on a 6-piece molecular cluster, H14NO5 overall at a distorted geometry.

Last column: natural (NBO) charge in e.
Atoms and positions in Å:
N -0.3944 -0.6618 0.5043  -0.89
H -0.0512 -1.5868 0.2255  0.45
H -1.2094 -0.5481 -0.0940  0.45
H -0.6470 -0.6467 1.4988  0.46
H 0.2681 0.1042 0.3110  0.48
H 3.9771 1.5563 -2.7081  0.48
H 4.6729 0.4507 -1.9405  0.49
O 3.9680 1.1023 -1.8550  -0.97
H -0.3997 -4.1569 -0.5736  0.50
H -1.6519 -3.6519 -1.4712  0.50
O -0.9683 -3.4328 -0.8296  -0.99
H -3.0413 1.1838 -1.2691  0.49
H -2.3598 2.4904 -0.7180  0.49
O -2.3216 1.5314 -0.7312  -0.98
H 0.8587 2.3288 -0.4030  0.49
H 2.0447 1.4849 -0.8585  0.52
O 1.1408 1.4116 -0.4878  -0.98
H -1.5711 -0.1138 4.4672  0.49
H -1.9018 0.8085 3.3348  0.48
O -1.3746 0.0246 3.5295  -0.97

* net charge: +1
* DFT total energy: -11949.7111 eV
* frontier orbital gap: 11.968 eV
* largest force on an atom: 1.44 eV/A



No. 2
ORCA calculation (ωB97M-V/def2-TZVPD) on H14Na4O11S as an isolated structure at a distorted geometry.

Last column: natural (NBO) charge in e.
Atoms and positions in Å:
Na 15.9922 8.9184 9.4350  0.98
Na 13.3308 7.7790 7.0805  0.98
Na 15.2727 8.4636 13.1343  0.98
Na 13.9728 11.3909 12.1643  0.99
S 13.3103 8.2499 10.7625  2.62
O 11.9780 8.8461 10.8025  -1.05
O 13.6107 7.5751 9.4880  -1.12
O 14.2912 9.4074 10.9241  -1.27
O 13.5473 7.4294 11.9613  -1.09
O 11.9043 5.8038 7.8248  -0.98
H 11.6866 6.2872 8.6337  0.49
H 12.2855 4.9740 8.1434  0.50
O 14.0564 4.6357 11.4806  -0.94
H 14.0488 5.5927 11.3602  0.46
H 14.4194 4.4737 12.3567  0.48
O 12.4606 8.0724 14.5157  -0.95
H 12.5495 7.6308 13.6602  0.48
H 12.1775 8.9741 14.3021  0.47
O 15.6742 5.7755 8.8435  -0.94
H 14.8791 6.2093 9.1853  0.48
H 15.6367 5.8454 7.8832  0.46
O 10.2052 6.6720 11.4191  -0.94
H 10.7313 7.4476 11.1868  0.47
H 10.7962 6.0645 11.8774  0.47
O 11.5513 10.6345 12.9873  -1.03
H 10.7539 10.5764 13.5286  0.52
H 11.4630 9.9623 12.2865  0.51
O 10.1534 10.3438 9.2959  -0.95
H 10.0443 11.2484 9.6051  0.47
H 10.8889 9.9592 9.7901  0.47

* net charge: +2
* DFT total energy: -51241.7985 eV
* frontier orbital gap: 7.530 eV
* largest force on an atom: 2.31 eV/A



No. 3
ORCA calculation (ωB97M-V/def2-TZVPD) on H14NaO7 as an isolated structure at a distorted geometry.

Last column: natural (NBO) charge in e.
Atoms and positions in Å:
Na 0.1352 -0.3425 0.1722  0.93
O 2.0197 0.8647 1.1759  -0.99
H 1.4497 1.5954 1.5056  0.51
H 2.6184 0.6676 1.8877  0.49
O 1.5584 0.8804 -1.7518  -0.97
H 2.0749 1.1368 -0.9734  0.49
H 2.0838 0.0668 -2.0547  0.48
O -1.3530 -0.7196 1.9639  -0.96
H -1.8995 -1.0479 1.2396  0.48
H -1.0331 -1.5135 2.3936  0.48
O -0.0334 2.2727 0.3864  -1.00
H 0.6228 2.8773 0.0291  0.49
H -0.7339 2.0856 -0.3306  0.51
O -1.6452 -1.6236 -0.6328  -0.99
H -1.8131 -2.5227 -0.7414  0.50
H -2.3291 -1.0688 -1.0950  0.52
O 1.2686 -2.2843 0.9346  -0.96
H 1.5956 -2.9400 0.2890  0.48
H 2.0557 -2.4244 1.4954  0.49
O -2.0993 1.2690 -1.6394  -1.00
H -3.0230 1.4290 -1.8199  0.51
H -1.5203 1.3421 -2.4339  0.51

* net charge: +1
* DFT total energy: -18972.9254 eV
* frontier orbital gap: 11.784 eV
* largest force on an atom: 3.34 eV/A



No. 4
ORCA calculation (ωB97M-V/def2-TZVPD) on H14NaO7 as an isolated structure at a distorted geometry.

Last column: natural (NBO) charge in e.
Atoms and positions in Å:
Na -0.1321 0.2323 0.0943  0.95
O 1.0255 1.9183 1.5944  -0.98
H 1.0448 1.9702 2.5500  0.49
H 1.5809 2.6416 1.3035  0.50
O -2.5367 -0.8021 -1.3045  -0.98
H -3.1232 -1.1826 -1.9583  0.52
H -2.9051 0.0632 -1.1263  0.50
O -1.1106 -2.7097 0.3821  -0.47
H -0.8284 -3.1244 -0.4331  0.49
H -1.8236 -2.1270 0.1207  0.51
O -1.1631 0.2172 2.3518  -0.97
H -1.9823 0.4275 2.8001  0.51
H -0.4833 0.6174 2.8939  0.49
O 2.2134 -0.7337 0.7176  -0.80
H 2.5796 -1.6126 0.6197  0.50
H 2.7663 -0.3154 1.3775  0.51
O 0.5979 -0.8273 -2.0266  -0.78
H 0.4102 -1.7636 -2.0923  0.48
H 0.7008 -0.5389 -2.9335  0.52
O 0.9684 2.1765 -1.5700  -0.97
H 1.5888 2.7355 -1.1022  0.49
H 0.6120 2.7376 -2.2588  0.50

* spin multiplicity: 2
* net charge: +2
* DFT total energy: -18957.9623 eV
* frontier orbital gap (spin up / spin down): 11.528 / 3.458 eV
* expectation value of S²: 0.76
* largest force on an atom: 1.82 eV/A



No. 5
ORCA calculation (ωB97M-V/def2-TZVPD) on a 7-piece molecular cluster, H14O6S overall at a distorted geometry.

Last column: natural (NBO) charge in e.
Atoms and positions in Å:
O -2.0950 0.7784 2.7285  -0.96
H -3.0370 0.9651 2.4993  0.49
H -1.5645 1.5416 2.6430  0.47
O 2.3504 -0.1609 -1.6812  -0.95
H 2.3012 0.8275 -1.4189  0.49
H 1.4964 -0.2161 -2.1204  0.46
O 0.5277 -1.6015 0.9521  -0.94
H 1.3633 -1.5022 1.4125  0.48
H -0.0722 -1.3700 1.5788  0.47
O 5.8983 -2.6122 -3.0160  -0.95
H 5.1624 -2.1930 -2.6278  0.48
H 6.6048 -2.7982 -2.3509  0.47
O -1.3768 -0.7374 -0.8112  -0.96
H -1.4609 -0.8669 -1.8296  0.46
H -0.5527 -1.1355 -0.6005  0.48
O 0.6528 1.7784 -0.1293  -0.97
H 0.6679 0.9067 0.3149  0.49
H -0.2617 2.1116 0.0246  0.48
S -5.4814 1.7428 1.9338  -0.30
H -6.1043 1.5609 0.7700  0.16
H -5.0187 2.9810 1.7282  0.15

* DFT total energy: -23346.8356 eV
* structure (SMILES): O.O.O.O.O.O.S
* frontier orbital gap: 10.622 eV
* largest force on an atom: 4.48 eV/A



No. 6
ORCA calculation (ωB97M-V/def2-TZVPD) on a 7-piece molecular cluster, H14O6S2 overall at a distorted geometry.

Last column: natural (NBO) charge in e.
Atoms and positions in Å:
S 4.6482 0.8014 -0.5888  -0.11
S 3.6190 1.3416 1.0139  -0.15
H 3.8304 -0.0615 -1.2302  0.12
H 2.8294 2.3868 0.7766  0.13
O -1.6995 -2.0895 1.4919  -0.99
H -0.8026 -1.8263 1.6548  0.49
H -2.3313 -1.8207 2.1924  0.48
O 0.3817 -2.8038 -0.8938  -0.97
H 0.6912 -3.1813 -1.7236  0.48
H 0.1553 -3.4771 -0.2416  0.49
O 0.6033 3.1955 -0.9602  -0.94
H -0.2100 3.6991 -0.9512  0.47
H 1.2479 3.8122 -1.3041  0.47
O -1.2435 -0.4320 -1.5351  -0.97
H -0.8660 -1.3219 -1.6525  0.49
H -1.4847 -0.3697 -0.6186  0.47
O -4.2860 1.8398 -0.7755  -0.94
H -3.7502 1.2014 -1.2517  0.48
H -3.9895 1.6997 0.1454  0.46
O 0.6522 -0.9817 2.4387  -0.95
H 0.4681 -0.2954 1.7684  0.48
H 1.5364 -1.3165 2.2448  0.49

* DFT total energy: -34182.2961 eV
* structure (SMILES): SS.O.O.O.O.O.O
* frontier orbital gap: 9.895 eV
* largest force on an atom: 2.19 eV/A



No. 7
ORCA calculation (ωB97M-V/def2-TZVPD) on a 7-piece molecular cluster, H14O6S2 overall at a distorted geometry.

Last column: natural (NBO) charge in e.
Atoms and positions in Å:
S 4.0125 -1.3613 0.6713  0.28
S 3.3101 -0.4397 -1.1267  0.33
H 4.0461 -2.5481 0.0860  0.18
H 3.7856 0.8399 -0.9513  0.20
H -1.8091 0.4649 1.5476  0.49
H -2.8378 1.4774 1.2137  0.49
O -2.5562 0.5954 0.9432  -0.97
H -2.9509 -0.7132 -0.3588  0.52
H -3.0925 -1.8879 -1.3210  0.50
O -2.5000 -1.1526 -1.1143  -1.00
H -0.0804 0.5024 -2.2613  0.49
H -0.8221 -0.3939 -1.3308  0.52
O 0.0549 0.0239 -1.4342  -1.00
H -0.7488 -2.8040 -4.0856  0.47
H -0.8970 -2.3163 -2.7072  0.46
O -0.8816 -3.1511 -3.1938  -0.93
H 0.0621 0.1891 0.3568  0.50
H 1.2565 0.1846 1.2404  0.44
O 0.3423 0.4910 1.2746  -0.96
H 0.1580 4.1244 4.7147  0.48
H 1.1822 3.5817 3.6162  0.47
O 0.9661 4.2931 4.2203  -0.95

* spin multiplicity: 2
* net charge: +1
* DFT total energy: -34173.6026 eV
* frontier orbital gap (spin up / spin down): 7.117 / 4.307 eV
* expectation value of S²: 0.75
* largest force on an atom: 2.82 eV/A



No. 8
ORCA calculation (ωB97M-V/def2-TZVPD) on a 7-piece molecular cluster, H14O7 overall.

Last column: natural (NBO) charge in e.
Atoms and positions in Å:
O 1.2257 -1.6419 -1.1129  -0.98
H 1.9399 -2.1617 -0.7315  0.49
H 1.6227 -0.7707 -1.2980  0.50
O 2.9865 0.5578 -1.4180  -0.96
H 2.9795 0.3820 -2.3698  0.48
H 3.8901 0.8382 -1.2313  0.49
O -1.5596 -1.4430 -0.6353  -0.99
H -0.6635 -1.7483 -0.8924  0.51
H -1.8699 -2.0934 0.0050  0.49
O -3.6161 -0.3239 -2.2422  -0.96
H -4.2577 -0.2503 -1.5294  0.46
H -2.7587 -0.4480 -1.7921  0.49
O 1.6653 1.7044 2.5029  -0.96
H 1.0982 1.4067 1.7634  0.49
H 2.4022 1.0861 2.5143  0.45
O -0.1295 0.8886 0.4209  -0.99
H 0.3150 1.3789 -0.2827  0.49
H -0.4163 0.0469 0.0079  0.51
O -1.6999 1.2138 2.9303  -0.95
H -1.8222 0.3517 3.3395  0.46
H -1.3318 1.0262 2.0515  0.48

* DFT total energy: -14560.0582 eV
* structure (SMILES): O.O.O.O.O.O.O
* frontier orbital gap: 10.356 eV
* largest force on an atom: 0.76 eV/A



How do the records compare in relative energy (zero: lowest compared OMol25 entry of this formula, charge and spin)? In the order shown, they have 68.6 102.7 56.6 65.2 154.0 128.0 75.8 135.4 kJ/mol.